(1)
{"formula": "C28H20BrMoN3O3S", "method": "the ωB97M-V functional and the def2-TZVPD basis", "charge": 4, "lumo_energy_ev": [-13.6163, -15.6751], "multiplicity": 3, "energy_ev": -122662.86026, "orbital_gap_ev": [5.6509, 3.5907], "species": ["Mo", "Br", "C", "C", "C", "C", "O", "C", "C", "N", "C", "C", "C", "C", "C", "C", "C", "C", "N", "C", "C", "H", "H", "H", "H", "H", "H", "H", "H", "H", "H", "O", "N", "O", "S", "C", "C", "C", "C", "C", "C", "C", "C", "C", "C", "C", "C", "H", "H", "H", "H", "H", "H", "H", "H", "H", "H"], "coordinates": [[-0.45821, 1.00783, 0.28317], [4.42292, 6.20732, 2.40664], [3.44269, 4.88369, 1.67001], [3.51035, 4.64739, 0.26373], [2.75688, 3.65153, -0.29972], [1.91009, 2.90189, 0.52984], [1.13966, 1.95361, -0.01219], [1.83306, 3.08982, 1.92539], [1.00712, 2.23465, 2.75875], [0.16714, 1.34198, 2.34894], [-0.52140, 0.53012, 3.32335], [-0.14419, 0.32542, 4.62692], [-0.97787, -0.42399, 5.48279], [-2.17013, -0.93053, 5.03725], [-2.55860, -0.75971, 3.68496], [-3.76744, -1.24127, 3.13717], [-4.03677, -1.05010, 1.80212], [-3.09187, -0.41233, 1.00050], [-1.94216, 0.05744, 1.49322], [-1.68825, -0.06543, 2.82829], [2.61162, 4.08103, 2.50035], [4.15982, 5.26058, -0.34931], [2.80025, 3.44371, -1.36038], [1.12856, 2.36023, 3.83162], [0.78396, 0.71400, 5.02601], [-0.66553, -0.58696, 6.50512], [-2.81917, -1.47969, 5.70785], [-4.48034, -1.75122, 3.77479], [-4.95856, -1.39507, 1.35471], [-3.26788, -0.28817, -0.06120], [2.60068, 4.25257, 3.57041], [-2.28269, 3.32611, 0.15713], [-1.55622, 2.46334, 0.23271], [-0.75580, -0.34121, -0.95082], [-1.00314, -1.64445, -1.94927], [0.33542, -2.69026, -1.65709], [-0.03178, -4.02535, -1.46513], [0.97956, -4.97106, -1.35725], [2.30523, -4.57047, -1.41910], [2.65053, -3.22196, -1.57578], [1.66851, -2.26629, -1.71429], [-0.77317, -0.92787, -3.55174], [-1.01629, -1.84639, -4.56995], [-0.90943, -1.40411, -5.87923], [-0.57788, -0.08133, -6.14597], [-0.36371, 0.81798, -5.10888], [-0.46201, 0.40204, -3.78872], [-1.07218, -4.32197, -1.41131], [0.72712, -6.01304, -1.21583], [3.08898, -5.31458, -1.35928], [3.69307, -2.93704, -1.61664], [1.92678, -1.23035, -1.90110], [-1.27672, -2.87853, -4.36517], [-1.09781, -2.09508, -6.68964], [-0.48891, 0.25116, -7.17137], [-0.12853, 1.84979, -5.33100], [-0.30539, 1.11057, -2.98636]], "forces_ev_per_angstrom": [[-0.542, -0.291, 0.326], [0.102, 0.118, 0.085], [-0.149, -0.198, -0.075], [-0.050, -0.076, -0.006], [0.171, 0.175, 0.117], [-0.267, -0.325, -0.206], [0.460, 0.070, 0.050], [-0.062, -0.022, 0.132], [0.167, 0.095, -0.057], [-0.113, -0.045, -0.035], [0.101, 0.065, -0.102], [-0.059, -0.015, 0.029], [0.013, 0.019, -0.037], [0.006, 0.021, 0.003], [0.009, -0.007, 0.020], [0.000, -0.001, 0.013], [0.032, 0.021, -0.035], [-0.002, -0.067, 0.039], [0.046, -0.028, 0.012], [-0.036, -0.048, 0.007], [0.090, 0.052, -0.096], [0.009, 0.005, 0.010], [-0.025, 0.010, -0.008], [-0.006, 0.009, -0.003], [0.011, -0.017, 0.006], [-0.009, 0.013, 0.008], [-0.001, 0.002, 0.004], [0.010, -0.021, -0.004], [0.003, -0.005, 0.001], [-0.018, 0.008, 0.008], [-0.013, 0.024, 0.004], [-0.007, 0.020, -0.028], [-0.163, -0.135, -0.228], [0.498, 0.652, 0.069], [-0.324, -0.218, -0.067], [-0.026, 0.114, 0.105], [0.107, -0.042, 0.181], [-0.068, 0.005, 0.001], [-0.012, 0.008, -0.026], [0.022, 0.029, -0.019], [0.070, -0.114, -0.158], [0.021, 0.111, 0.055], [0.014, 0.060, -0.033], [0.001, -0.016, -0.007], [0.015, -0.016, 0.018], [0.004, 0.010, 0.002], [0.006, 0.000, -0.054], [-0.013, 0.015, -0.004], [0.007, -0.009, -0.052], [0.007, 0.011, 0.058], [0.001, -0.009, -0.018], [-0.036, -0.005, -0.027], [-0.019, -0.001, 0.013], [0.028, -0.006, -0.003], [-0.038, 0.014, -0.002], [0.019, -0.002, 0.004], [0.009, -0.015, 0.010]], "lowdin_spin": [0.2810, 0.4297, 0.1666, 0.0580, 0.0086, 0.1290, 0.1308, 0.0275, 0.0036, -0.0028, 0.0005, -0.0020, 0.0005, -0.0023, 0.0009, 0.0030, -0.0001, 0.0039, 0.0013, 0.0005, 0.1363, 0.0001, -0.0013, -0.0005, -0.0001, 0.0000, -0.0001, 0.0001, -0.0001, 0.0007, 0.0022, 0.3582, 0.2218, 0.0361, 0.0051, 0.0007, -0.0001, 0.0001, -0.0004, 0.0002, 0.0000, 0.0016, 0.0009, 0.0004, -0.0001, 0.0000, -0.0002, 0.0000, 0.0000, 0.0000, 0.0000, 0.0000, 0.0000, 0.0001, 0.0000, 0.0000, -0.0001]}

=====

(2)
{"formula": "C28H20BrN2PRuSe2", "method": "the ωB97M-V functional and the def2-TZVPD basis", "charge": 1, "lumo_energy_ev": [-5.4509, -4.7944], "multiplicity": 2, "energy_ev": -244939.11819, "relative_energy_kcal_mol": 83.79, "orbital_gap_ev": [5.2945, 5.9511], "species": ["Ru", "Br", "C", "C", "C", "C", "C", "C", "C", "C", "C", "C", "H", "H", "H", "H", "H", "H", "Se", "P", "Se", "C", "C", "C", "C", "C", "C", "C", "C", "C", "C", "C", "C", "H", "H", "H", "H", "H", "H", "H", "H", "H", "H", "N", "C", "C", "C", "C", "C", "N", "C", "H", "H", "H", "H"], "coordinates": [[0.43248, 0.67996, 0.19099], [1.47724, 3.58195, 0.57139], [-0.15653, 4.28105, -0.11283], [-0.21909, 5.59104, -0.48430], [-1.44132, 6.10469, -0.95236], [-2.55339, 5.31045, -0.98213], [-2.50016, 3.96073, -0.56631], [-3.65844, 3.15168, -0.52581], [-3.59489, 1.85497, -0.09794], [-2.35782, 1.29643, 0.26682], [-1.20016, 2.03245, 0.19993], [-1.25456, 3.40260, -0.15903], [0.65551, 6.22275, -0.41408], [-1.49372, 7.13591, -1.27263], [-3.50059, 5.70702, -1.32463], [-4.60515, 3.58682, -0.82081], [-4.48908, 1.24873, -0.04470], [-2.33515, 0.26137, 0.59159], [-0.18815, -0.72165, -1.90017], [0.49314, -2.28876, -0.48319], [2.60200, -2.58375, -0.35437], [-0.18685, -1.65861, 1.11355], [-1.52406, -1.90211, 1.44326], [-2.04410, -1.40636, 2.62576], [-1.25400, -0.63555, 3.47805], [0.07326, -0.40258, 3.17471], [0.62928, -0.91367, 1.99196], [-0.40725, -3.84106, -0.74422], [0.01207, -4.94723, -0.00911], [-0.70211, -6.13098, -0.09203], [-1.82871, -6.20792, -0.90130], [-2.23543, -5.10800, -1.64205], [-1.52579, -3.91827, -1.56662], [-2.13787, -2.49639, 0.77847], [-3.06980, -1.62558, 2.89246], [-1.67558, -0.24221, 4.39330], [0.70269, 0.13123, 3.87546], [1.70671, -0.94365, 1.85475], [0.90117, -4.88110, 0.60536], [-0.37278, -6.99788, 0.46498], [-2.38633, -7.13325, -0.96161], [-3.10672, -5.17467, -2.28021], [-1.83055, -3.06135, -2.15560], [5.55363, 0.36394, -4.06629], [5.11802, 0.52969, -3.01688], [4.57293, 0.71037, -1.70661], [5.40164, 0.89223, -0.60302], [4.82160, 1.02623, 0.64710], [3.44581, 0.97983, 0.74747], [2.64995, 0.80440, -0.31385], [3.19680, 0.67165, -1.51601], [6.47505, 0.93073, -0.72933], [5.42518, 1.16155, 1.53279], [2.96299, 1.09224, 1.71099], [2.52702, 0.51788, -2.35111]], "forces_ev_per_angstrom": [[-1.028, 0.962, -1.939], [-0.174, -0.045, -0.046], [0.203, 0.103, 0.054], [0.149, -0.184, 0.098], [-0.232, -0.021, -0.060], [0.091, 0.167, -0.014], [0.094, -0.228, 0.087], [-0.045, -0.097, 0.004], [-0.160, 0.211, -0.085], [0.388, -0.093, 0.131], [0.650, -1.446, 0.120], [0.229, 0.093, 0.007], [-0.012, 0.006, -0.012], [-0.008, 0.000, 0.007], [-0.003, 0.008, 0.023], [0.006, -0.010, -0.007], [0.005, -0.004, -0.011], [0.012, 0.054, -0.038], [0.319, 0.763, 1.404], [0.904, -0.979, 0.247], [-0.605, 0.142, 0.029], [0.081, 0.376, -0.406], [-0.127, 0.074, 0.223], [0.013, -0.139, -0.188], [0.139, 0.105, 0.066], [-0.106, 0.063, 0.128], [-0.130, -0.212, 0.005], [-0.054, 0.345, -0.044], [0.001, -0.073, -0.018], [0.009, 0.010, -0.012], [-0.004, -0.001, -0.008], [-0.063, -0.008, -0.045], [0.073, -0.013, -0.001], [-0.025, 0.006, 0.000], [-0.005, 0.023, -0.003], [0.018, -0.023, 0.010], [-0.006, 0.030, -0.023], [-0.009, 0.003, -0.055], [0.000, -0.011, -0.003], [-0.015, 0.012, 0.019], [0.008, 0.002, -0.009], [0.020, -0.009, -0.010], [-0.062, -0.003, 0.041], [-0.026, 0.050, 0.069], [0.041, -0.051, -0.262], [0.017, 0.030, 0.357], [-0.054, -0.013, -0.111], [-0.066, -0.012, 0.031], [0.270, -0.032, -0.046], [-0.542, 0.212, 0.536], [-0.141, -0.066, -0.233], [-0.002, -0.035, -0.005], [-0.008, 0.010, -0.004], [-0.025, -0.013, -0.015], [-0.004, -0.040, 0.018]], "lowdin_spin": [1.0320, -0.0033, -0.0025, 0.0017, -0.0015, 0.0000, -0.0031, 0.0043, -0.0004, 0.0060, -0.0539, -0.0072, 0.0001, -0.0001, -0.0002, 0.0002, -0.0003, 0.0017, -0.0572, -0.0047, 0.0028, 0.0185, -0.0055, 0.0240, -0.0053, 0.0169, -0.0082, -0.0013, 0.0000, -0.0001, 0.0000, -0.0001, -0.0016, -0.0007, 0.0014, -0.0007, 0.0012, 0.0010, 0.0000, 0.0000, 0.0000, 0.0000, -0.0018, 0.0005, 0.0004, 0.0020, -0.0007, 0.0005, 0.0013, 0.0362, 0.0063, -0.0001, 0.0002, 0.0001, 0.0013]}